Entry from the OMol25 dataset: a molecular structure, C35H43CoN6O5PS (wB97M-V/def2-TZVPD).

Last column: Löwdin charge in e.
Element x y z (Å)
Co 1.1970 -0.5233 -0.1495  0.6708
C -0.8686 1.2893 5.7566  -0.0774
C -1.9781 1.8262 4.8494  -0.2317
N -1.4903 2.4378 3.6351  -0.1489
C -1.3131 3.8636 3.5918  -0.2900
C 0.0319 4.3424 4.1418  -0.0971
C -0.8939 1.6239 2.6933  -0.7118
S -0.0120 2.3488 1.4160  0.6589
N -1.0631 0.3419 2.8954  0.0773
C -0.6776 -0.6369 2.0684  -0.3926
O -0.1982 -0.4432 0.8750  -0.2031
C -0.8820 -1.9741 2.5624  -0.1169
C -1.5908 -2.2141 3.7588  -0.0209
C -1.7748 -3.4923 4.2255  -0.1009
C -1.2624 -4.5847 3.5273  -0.0962
C -0.5440 -4.3634 2.3536  -0.0857
C -0.3490 -3.0883 1.8824  -0.0030
H -1.3009 0.7907 6.6229  0.0647
H -0.2084 2.0852 6.0920  0.0567
H -0.2824 0.5696 5.1943  0.0582
H -2.5766 2.5715 5.3855  0.1080
H -2.6237 0.9886 4.5646  0.0989
H -2.1368 4.3259 4.1510  0.1059
H -1.3875 4.1696 2.5430  0.0685
H 0.1234 4.1339 5.2057  0.0534
H 0.1403 5.4129 3.9807  0.0652
H 0.8261 3.8276 3.6087  0.0409
H -1.9882 -1.3659 4.2929  0.0940
H -2.3220 -3.6551 5.1488  0.0943
H -1.4190 -5.5913 3.8908  0.0900
H -0.1238 -5.2043 1.8134  0.1003
H 0.2413 -2.9090 0.9924  0.0916
O 7.2152 0.7825 3.0828  -0.0504
C 6.1356 0.7882 3.6833  -0.7176
O 5.8967 0.9257 4.8893  -0.0610
C 4.8702 0.5502 2.7827  -0.0860
C 3.6277 0.2929 3.3596  0.0036
C 2.5480 -0.0143 2.5545  -0.1057
N 2.6358 -0.0693 1.2274  0.0407
C 3.8194 0.2209 0.6555  -0.1525
C 4.9528 0.5249 1.3964  0.0603
C 3.7646 0.1366 -0.8478  -0.5719
O 4.7140 0.4292 -1.5643  0.0372
O 2.6239 -0.2667 -1.2912  -0.1620
H 3.5260 0.3355 4.4346  0.1070
H 1.5798 -0.2370 2.9852  0.0965
H 5.8911 0.7317 0.9020  0.1223
C -0.5251 2.7721 -4.7077  -0.1787
N -0.1084 1.5691 -3.9309  -0.1336
C -1.3391 0.7692 -3.4325  -0.1759
N -2.1796 1.6724 -2.7222  -0.2139
C -2.5580 2.8317 -3.4801  -0.2157
N -1.4030 3.6167 -3.9525  -0.1707
C -0.7175 4.2331 -2.8279  -0.3587
P -0.0549 3.0296 -1.5301  0.9568
C 0.7693 1.9389 -2.8059  -0.2907
C -1.6178 2.0053 -1.4353  -0.3700
H -1.0603 2.4276 -5.6038  0.1274
H 0.3636 3.3475 -5.0095  0.1222
H 0.4077 0.9259 -4.5329  0.1505
H -0.4013 -0.6788 -2.1915  0.0111
H -1.8600 0.4643 -4.3577  0.0667
H -3.1846 3.4955 -2.8734  0.1148
H -3.1253 2.5175 -4.3669  0.1166
H -1.4191 4.9149 -2.3376  0.0731
H 0.1130 4.8371 -3.2116  0.0719
H 1.0952 1.0245 -2.2966  0.0553
H 1.6531 2.4590 -3.1966  0.0956
H -2.3494 2.5520 -0.8266  0.0787
H -1.3400 1.0817 -0.9191  0.0567
C 1.1151 -3.7681 -1.8280  -0.0561
C 0.4777 -2.5840 -2.5669  -0.5510
C 1.4884 -2.0574 -3.5913  -0.0604
C 0.0579 -1.4732 -1.5799  -0.1794
C -0.8318 -3.0005 -3.2221  -0.1669
C -1.8645 -3.5325 -2.4433  -0.0473
C -3.1274 -3.7466 -2.9510  -0.1028
C -3.4096 -3.4591 -4.2766  -0.1305
C -2.3879 -2.9945 -5.0825  -0.1167
C -1.1241 -2.7752 -4.5655  -0.0528
H 2.0009 -3.4183 -1.2993  0.0775
H 1.4045 -4.5558 -2.5280  0.0754
H 0.4255 -4.1853 -1.0991  0.0541
H 2.3402 -1.6401 -3.0642  0.0657
H 1.0565 -1.2656 -4.2020  0.0558
H 1.8408 -2.8546 -4.2489  0.0773
H -0.7673 -1.8802 -0.9882  0.0350
H -1.6950 -3.7492 -1.4002  0.1000
H -3.9088 -4.1254 -2.3045  0.0911
H -4.4097 -3.5820 -4.6702  0.0827
H -2.5756 -2.7838 -6.1283  0.0873
H -0.3591 -2.4133 -5.2345  0.0906

**E_HOMO (spin up / spin down)**: -1.010 / -1.626 eV
**Total charge**: -2
**2S+1**: 4
**Expectation value of S²**: 3.77
**E_LUMO (spin up / spin down)**: 0.148 / 0.148 Ha
**Orbital gap (spin up / spin down)**: 5.051 / 5.666 eV



Entry from the OMol25 dataset: a molecular structure, C35H43FN4O6PTl (wB97M-V/def2-TZVPD).

Last column: Löwdin charge in e.
Element x y z (Å)
Tl 2.9945 0.8727 -2.3843  0.7850
N 4.5773 2.6547 -0.7296  0.0718
C 5.1187 1.9368 0.3179  -0.2741
C 6.5084 1.8631 0.4516  -0.0429
C 7.0966 1.1110 1.4525  -0.1114
C 6.3039 0.4143 2.3510  -0.1132
C 4.9245 0.4906 2.2245  -0.0513
C 4.3033 1.2368 1.2259  -0.1365
C 2.8092 1.2337 1.1651  -0.2267
C 2.1316 1.5007 2.3628  -0.0656
C 0.7507 1.3740 2.4531  -0.1213
C 0.0521 0.9254 1.3404  -0.1404
C 0.7415 0.6817 0.1549  -0.1913
C 2.1116 0.8858 -0.0111  -0.2065
H 5.1876 3.3001 -1.2007  0.0998
H 3.6231 2.9938 -0.6784  0.0495
H 7.1277 2.4118 -0.2494  0.1058
H 8.1765 1.0699 1.5261  0.0951
H 6.7504 -0.1862 3.1332  0.0900
H 4.2948 -0.0666 2.9094  0.1067
H 2.6984 1.8133 3.2341  0.1076
H 0.2410 1.5921 3.3859  0.0894
H -1.0239 0.7593 1.3936  0.0806
H 0.1815 0.2786 -0.6789  0.0642
F -3.7629 -1.1101 -2.4907  0.0579
C -3.2731 0.0493 -1.9869  -0.1988
C -2.1410 0.6013 -2.5134  0.0856
C -1.6547 1.8003 -1.9998  -0.0521
C -0.3218 2.2707 -2.4594  -0.3363
O 0.3474 1.5691 -3.2114  -0.0484
C 0.0646 3.5619 -1.9455  -0.0228
C -0.7115 4.1688 -1.0262  0.0401
N -1.8517 3.6358 -0.4745  0.0044
C -2.4914 4.2912 0.6319  -0.2666
C -1.6324 4.8695 1.7118  -0.0760
C -2.4326 3.6320 1.9847  -0.1004
C -2.3497 2.4551 -0.9743  -0.1317
C -3.4948 1.8550 -0.4347  0.0643
C -3.9439 0.6425 -0.9170  -0.1762
N -5.0609 0.0160 -0.2751  -0.1326
C -4.9267 -1.3798 0.1117  -0.1252
C -6.0511 -1.6885 1.1263  -0.0702
N -6.6238 -0.3771 1.5723  0.0377
C -7.3425 0.3057 0.4436  -0.0741
C -6.3921 0.3000 -0.7745  -0.1193
C 1.4107 4.2301 -2.2408  -0.6463
O 1.4019 5.4573 -2.3560  0.0046
O 2.3849 3.4355 -2.2498  -0.1714
H -1.5760 0.1104 -3.2966  0.1449
H -0.4143 5.1377 -0.6500  0.1443
H -3.3985 4.8302 0.3762  0.1486
H -1.9497 5.8051 2.1487  0.1055
H -0.5630 4.7471 1.6160  0.1125
H -3.3024 3.7062 2.6250  0.0969
H -1.8810 2.7014 2.0407  0.0781
H -4.0079 2.3035 0.4044  0.1100
H -3.9459 -1.5156 0.5659  0.1426
H -5.0072 -2.0768 -0.7258  0.1240
H -5.6881 -2.2221 2.0013  0.1339
H -6.8708 -2.2520 0.6845  0.1334
H -5.8299 0.2220 1.8138  0.1800
H -7.2309 -0.4865 2.3806  0.1817
H -7.5744 1.3146 0.7795  0.1326
H -8.2690 -0.2370 0.2686  0.1313
H -6.3980 1.2757 -1.2533  0.1386
H -6.7245 -0.4401 -1.5143  0.1345
C 0.3456 -6.0128 -1.9236  -0.0836
C 0.3498 -4.4999 -1.9300  -0.3382
O 1.1102 -4.0413 -0.8140  -0.3285
P 1.7939 -2.5300 -0.9661  0.8571
O 3.1437 -2.8467 -1.7826  -0.3452
C 4.1483 -3.7551 -1.3013  -0.2881
C 4.9029 -4.2962 -2.4936  -0.0756
O 2.4302 -2.4962 0.5246  -0.3034
C 1.5741 -2.2035 1.6285  -0.3071
C 1.6453 -3.3362 2.6298  -0.0708
H -0.2481 -6.3963 -2.7550  0.0731
H -0.0754 -6.3879 -0.9900  0.0729
H 1.3629 -6.3936 -2.0162  0.0736
H -0.6714 -4.1094 -1.8598  0.1043
H 0.7802 -4.1286 -2.8657  0.1048
H 3.6729 -4.5574 -0.7331  0.1085
H 4.8077 -3.2047 -0.6289  0.1187
H 4.2366 -4.8600 -3.1476  0.0725
H 5.7055 -4.9564 -2.1606  0.0751
H 5.3387 -3.4793 -3.0681  0.0787
H 0.5449 -2.0597 1.2816  0.1001
H 1.9024 -1.2587 2.0623  0.0978
H 1.3068 -4.2672 2.1735  0.0698
H 1.0199 -3.1135 3.4975  0.0722
H 2.6718 -3.4724 2.9715  0.0774

**E_HOMO**: -5.698 eV
**Total charge**: 0
**E_LUMO**: -0.061 Ha
**Orbital gap**: 4.032 eV



Max |F|? In order: 6.947 0.338 eV Å⁻¹.